Computed, not measured: a 3-piece molecular cluster, C5H10O2 overall, with ωB97M-V/def2-TZVPD.

The calculation puts the total energy at -346.7685 Eh. For the molar mass, the calculation gives 102.13 g mol⁻¹. The energy above the lowest of the compared OMol25 structures with the same formula, charge and spin comes out at 161.2 kcal/mol. The HOMO-LUMO gap (spin up / spin down) is 8.3 / 8.3 eV. The calculation puts the lowest unoccupied orbital energy (spin up / spin down) at -0.7 / -0.7 eV.

Positions of all 17 atoms, in Å:
O: -2.265 0.994 0.332
O: 2.159 0.451 0.771
C: 2.023 -0.436 -0.152
C: 0.365 -1.174 -0.147
C: -1.087 0.663 1.092
C: -0.542 -0.121 -0.070
C: -1.837 0.190 -0.774
H: 2.596 -1.351 0.002
H: -1.835 0.716 -1.732
H: -0.506 1.541 1.380
H: 0.264 -1.811 -1.029
H: 1.281 1.338 0.107
H: -2.451 -0.723 -0.865
H: 0.474 -1.743 0.777
H: 2.011 -0.063 -1.198
H: 0.656 1.472 -0.475
H: -1.306 0.057 1.980

***

Computed, not measured: a 2-piece molecular cluster, C5H10O2 overall, with ωB97M-V/def2-TZVPD.

Its structure (SMILES) is CCC(C=O)C=O.[H][H]. The calculation puts the total energy at -346.9062 Eh. For the molar mass, the calculation gives 102.13 g mol⁻¹. The energy above the lowest of the compared OMol25 structures with the same formula, charge and spin comes out at 74.8 kcal/mol. The HOMO-LUMO gap is 10.7 eV. The calculation puts the lowest unoccupied orbital energy at 0.8 eV.

Positions of all 17 atoms, in Å:
O: 0.042 -1.504 1.120
O: 1.989 -0.515 -1.439
C: -0.714 0.466 -0.960
C: -2.042 -0.260 -0.599
C: 0.472 0.625 0.072
C: 1.831 0.281 -0.548
C: -0.068 -0.304 1.124
H: -0.969 1.468 -1.303
H: -0.262 -0.106 -1.773
H: -0.762 0.219 1.812
H: 2.414 -0.455 1.960
H: 2.706 0.846 -0.155
H: 2.009 -1.060 1.832
H: 0.561 1.641 0.485
H: -2.679 -0.211 -1.489
H: -2.614 0.191 0.223
H: -1.914 -1.322 -0.361

***

Computed, not measured: a 2-piece molecular cluster, C5H10O2 overall, with ωB97M-V/def2-TZVPD.

Its structure (SMILES) is C=CCC=O.CO. The calculation puts the total energy at -346.9322 Eh. For the molar mass, the calculation gives 102.13 g mol⁻¹. The energy above the lowest of the compared OMol25 structures with the same formula, charge and spin comes out at 58.5 kcal/mol. The HOMO-LUMO gap is 10.1 eV. The calculation puts the lowest unoccupied orbital energy at 0.6 eV.

Positions of all 17 atoms, in Å:
O: 0.017 0.074 2.028
O: -1.099 -1.744 0.131
C: -0.822 0.618 -1.374
C: 0.135 -2.320 -0.233
C: 0.685 0.928 1.486
C: 0.127 1.943 0.512
C: 0.205 1.283 -0.853
H: -0.942 -1.182 0.909
H: 0.721 2.863 0.561
H: 0.948 -1.576 -0.306
H: 0.457 -3.115 0.461
H: 1.792 0.931 1.613
H: 1.193 1.262 -1.323
H: 0.008 -2.769 -1.226
H: -1.789 0.587 -0.869
H: -0.913 2.169 0.778
H: -0.721 0.049 -2.298

***

Computed, not measured: one molecule with the formula C5H10O2, with ωB97M-V/def2-TZVPD.

The calculation puts the total energy at -346.7932 Eh. For the molar mass, the calculation gives 102.13 g mol⁻¹. The energy above the lowest of the compared OMol25 structures with the same formula, charge and spin comes out at 145.7 kcal/mol. The HOMO-LUMO gap (spin up / spin down) is 7.9 / 7.9 eV. The calculation puts the lowest unoccupied orbital energy (spin up / spin down) at 0.3 / 0.3 eV.

Positions of all 17 atoms, in Å:
O: -1.213 -0.326 -0.544
O: 1.165 -0.149 0.976
C: -0.238 0.526 -0.656
C: 1.467 -1.335 -1.098
C: 1.147 -0.005 -0.441
C: -2.254 0.085 0.260
C: 0.147 0.737 1.469
H: -1.121 0.490 1.211
H: 0.050 0.494 2.536
H: 1.874 0.761 -0.756
H: -0.474 1.554 -0.933
H: 0.452 1.792 1.414
H: -2.648 1.076 -0.001
H: 1.538 -1.225 -2.185
H: -3.004 -0.700 0.329
H: 0.690 -2.066 -0.863
H: 2.423 -1.709 -0.719

***

Computed, not measured: one molecule with the formula C5H10O2 at a distorted geometry, with ωB97M-V/def2-TZVPD.

Its structure (SMILES) is CO[C@H]1CO[C@H]1C. The calculation puts the total energy at -346.8751 Eh. For the molar mass, the calculation gives 102.13 g mol⁻¹. The energy above the lowest of the compared OMol25 structures with the same formula, charge and spin comes out at 94.3 kcal/mol. The HOMO-LUMO gap is 10.5 eV. The calculation puts the lowest unoccupied orbital energy at 1.1 eV.

Positions of all 17 atoms, in Å:
O: 1.555 0.180 -0.493
O: -1.115 -0.610 0.591
C: 0.137 -0.993 -2.048
C: -1.008 -0.369 1.976
C: 0.321 0.245 -1.202
C: -0.508 0.495 0.048
C: 1.090 0.816 0.678
H: 0.303 1.155 -1.814
H: 0.050 0.028 1.985
H: -1.214 1.352 0.075
H: 1.815 0.500 1.488
H: -1.660 0.462 2.294
H: -1.279 -1.285 2.509
H: -0.676 -0.871 -2.771
H: 1.073 -1.142 -2.599
H: -0.051 -1.876 -1.431
H: 1.165 1.913 0.714

***

Computed, not measured: one molecule with the formula C5H10O2, with ωB97M-V/def2-TZVPD.

Its structure (SMILES) is CC[C@@H](O)CC=O. The calculation puts the total energy at -346.9668 Eh. For the molar mass, the calculation gives 102.13 g mol⁻¹. The energy above the lowest of the compared OMol25 structures with the same formula, charge and spin comes out at 36.8 kcal/mol. The HOMO-LUMO gap is 11.0 eV. The calculation puts the lowest unoccupied orbital energy at 1.0 eV.

Positions of all 17 atoms, in Å:
O: 2.926 -0.502 0.978
O: 0.454 -1.255 0.237
C: 0.025 0.088 0.451
C: 2.405 0.076 0.046
C: -1.117 0.363 -0.519
C: 1.249 1.032 0.245
C: -2.237 -0.665 -0.389
H: -3.030 -0.484 -1.121
H: 1.117 1.686 -0.626
H: -0.718 0.356 -1.542
H: -0.351 0.173 1.481
H: -1.498 1.377 -0.334
H: -2.690 -0.635 0.609
H: 1.144 -1.435 0.899
H: 2.703 -0.153 -0.994
H: -1.840 -1.670 -0.548
H: 1.458 1.648 1.126

***

Computed, not measured: C5H10O2 as an isolated structure, with ωB97M-V/def2-TZVPD.

The calculation puts the total energy at -346.8597 Eh. For the molar mass, the calculation gives 102.13 g mol⁻¹. The energy above the lowest of the compared OMol25 structures with the same formula, charge and spin comes out at 104.0 kcal/mol. The HOMO-LUMO gap is 9.9 eV. The calculation puts the lowest unoccupied orbital energy at 0.8 eV.

Positions of all 17 atoms, in Å:
O: 2.275 0.443 -0.217
O: -1.848 -0.883 0.114
C: -1.432 0.286 0.801
C: 1.085 -0.303 0.058
C: 0.332 0.364 -1.052
C: 1.636 1.064 -1.360
C: -0.025 0.653 0.388
H: -0.387 -0.075 -1.734
H: 0.011 -2.756 1.491
H: -2.801 -0.982 0.225
H: 0.309 1.596 0.825
H: -2.079 1.136 0.525
H: 2.109 0.765 -2.304
H: 1.213 -1.335 0.364
H: -1.508 0.158 1.891
H: -0.519 -2.290 1.253
H: 1.629 2.158 -1.270

***

Computed, not measured: one molecule with the formula C5H10O2, with ωB97M-V/def2-TZVPD.

Its structure (SMILES) is OC[C@H]1CCCO1. The calculation puts the total energy at -346.9707 Eh. For the molar mass, the calculation gives 102.13 g mol⁻¹. The energy above the lowest of the compared OMol25 structures with the same formula, charge and spin comes out at 34.3 kcal/mol. The HOMO-LUMO gap is 10.7 eV. The calculation puts the lowest unoccupied orbital energy at 1.0 eV.

Positions of all 17 atoms, in Å:
O: -2.189 -1.492 -1.307
O: 0.023 -1.115 0.521
C: -0.173 -0.302 -0.669
C: 1.518 0.766 0.756
C: 0.935 -0.505 1.446
C: 0.434 1.046 -0.282
C: -1.654 -0.214 -1.046
H: -1.813 0.388 -1.962
H: -1.859 -2.026 -0.574
H: 2.518 0.580 0.326
H: -0.374 1.637 0.181
H: 1.641 1.622 1.454
H: 0.346 -0.776 -1.522
H: 1.697 -1.253 1.737
H: 0.396 -0.213 2.360
H: -2.211 0.294 -0.237
H: 0.764 1.563 -1.183

***

Computed, not measured: one molecule with the formula C5H10O2, with ωB97M-V/def2-TZVPD.

Its structure (SMILES) is C[C@H]1OCC[C@H]1O. The calculation puts the total energy at -346.9768 Eh. For the molar mass, the calculation gives 102.13 g mol⁻¹. The energy above the lowest of the compared OMol25 structures with the same formula, charge and spin comes out at 30.5 kcal/mol. The HOMO-LUMO gap is 10.6 eV. The calculation puts the lowest unoccupied orbital energy at 1.0 eV.

Positions of all 17 atoms, in Å:
O: 1.238 0.989 -1.020
O: -0.667 -1.140 -0.039
C: 1.253 -0.353 1.041
C: -0.814 0.280 0.154
C: 0.630 0.799 0.242
C: -1.727 0.778 -0.951
C: 0.636 -1.563 0.357
H: -2.592 0.108 -0.981
H: 2.345 -0.353 1.051
H: 1.212 -1.868 -0.531
H: -1.238 0.744 -1.929
H: 0.718 1.755 0.766
H: 0.566 -2.429 1.023
H: -2.087 1.796 -0.775
H: -1.292 0.481 1.127
H: 0.935 0.284 -1.608
H: 0.885 -0.307 2.073

***

Computed, not measured: a 2-piece molecular cluster, C5H10O2 overall at a distorted geometry, with ωB97M-V/def2-TZVPD.

Its structure (SMILES) is CCC(C=O)C=O.[H][H]. The calculation puts the total energy at -346.8625 Eh. For the molar mass, the calculation gives 102.13 g mol⁻¹. The energy above the lowest of the compared OMol25 structures with the same formula, charge and spin comes out at 102.2 kcal/mol. The HOMO-LUMO gap is 10.5 eV. The calculation puts the lowest unoccupied orbital energy at 0.8 eV.

Positions of all 17 atoms, in Å:
O: 2.041 -0.483 -1.433
O: 0.043 -1.436 0.989
C: 0.654 0.707 0.144
C: 1.960 0.340 -0.556
C: -0.047 -0.228 1.023
C: -2.096 -0.349 -0.545
C: -0.727 0.396 -0.832
H: 2.209 -0.466 1.851
H: -0.780 0.325 1.639
H: -1.991 -1.419 -0.326
H: 2.876 0.908 -0.254
H: -0.988 1.399 -1.131
H: -2.681 -0.277 -1.477
H: -2.719 0.092 0.244
H: -0.246 -0.203 -1.601
H: 1.751 -1.040 1.724
H: 0.740 1.734 0.541